A cluster of 3 separate species, C19H40BrNO14P2S in total in a non-equilibrium geometry, computed with ωB97M-V/def2-TZVPD.

The SMILES is NC(=O)CC[C@H]1OS(=O)(=O)O[C@@H]1CC(=O)Br.CCOP(=O)(OCC)OCC.CCOP(=O)(OCC)OCC. The calculation puts the HOMO energy at -0.36858 hartree. Its total energy is -5510.639375 Ha. As for the charge: 0. For the largest force on an atom, the calculation gives 0.1842 hartree/bohr. The HOMO-LUMO gap is 8.26 eV.

Cartesian coordinates (Å):
N: 1.41939 4.13555 0.04227
C: -0.06489 4.37096 0.29584
O: -0.39116 5.36650 1.16253
C: -1.29582 3.52792 -0.40875
C: -1.44106 1.97658 0.12480
C: -0.39231 0.91851 -0.55803
O: 0.06557 1.37845 -1.87928
S: 1.70151 0.99035 -2.16080
O: 2.75961 2.12383 -1.89380
O: 1.95166 0.51785 -3.61428
O: 1.84655 -0.10482 -0.86264
C: 0.99239 0.50018 0.21015
C: 0.94882 -0.37875 1.59236
C: 0.61979 0.48725 2.95216
O: -0.05305 -0.15709 3.94390
Br: 1.13875 2.39696 3.27948
H: 1.94734 4.07311 0.96235
H: 1.84258 4.89522 -0.53606
H: -1.24733 3.62174 -1.59169
H: -2.29761 4.09174 -0.08678
H: -2.54020 1.62701 -0.17553
H: -1.41520 1.99418 1.30658
H: -0.99926 -0.08177 -0.56783
H: 1.51816 1.52484 0.41519
H: 2.00458 -0.89992 1.78801
H: 0.17796 -1.28246 1.52562
C: 0.47233 -0.50628 8.36540
C: 0.60164 -1.47069 9.52621
O: -0.16475 -2.65408 9.32989
P: 0.35789 -3.82952 8.26809
O: 1.78870 -3.83299 8.85969
O: -0.19470 -5.13087 9.14234
C: 0.69528 -6.12708 9.61531
C: 1.09704 -5.83643 11.05073
O: -1.24084 -3.82565 7.60706
C: -2.06798 -2.69262 7.44195
C: -1.86963 -2.07675 6.07600
H: 0.79691 -0.97106 7.42978
H: 1.07664 0.38973 8.53590
H: -0.56750 -0.18855 8.23070
H: 1.65383 -1.70078 9.71447
H: 0.22264 -0.99069 10.43544
H: 1.56602 -6.22441 8.95896
H: 0.16371 -7.08257 9.57890
H: 1.55357 -4.84914 11.15549
H: 1.80465 -6.58807 11.41323
H: 0.21563 -5.84291 11.70245
H: -1.96229 -1.95729 8.23620
H: -3.10274 -3.05137 7.51428
H: -0.82649 -1.79403 5.91623
H: -2.50128 -1.19138 5.96034
H: -2.13067 -2.79415 5.29042
C: 1.04676 3.12058 -7.19108
C: 0.79874 3.10194 -8.68521
O: 0.42161 1.81094 -9.15149
P: -1.11566 1.22896 -8.86806
O: -1.78204 2.53728 -9.35945
O: -1.27163 0.40491 -10.30325
C: -2.30020 0.72500 -11.22400
C: -1.77993 1.67932 -12.28464
O: -0.37108 -0.23289 -8.31899
C: 0.83301 -0.32673 -7.58649
C: 0.56059 -0.30949 -6.09991
H: 0.15524 2.80648 -6.64037
H: 1.32597 4.12413 -6.85638
H: 1.85899 2.43805 -6.91767
H: 0.05830 3.85895 -8.95759
H: 1.72399 3.37300 -9.20595
H: -3.18081 1.12487 -10.71107
H: -2.61029 -0.20823 -11.70333
H: -1.37370 2.59457 -11.84713
H: -2.57652 1.95073 -12.98382
H: -0.96304 1.21431 -12.84867
H: 1.57407 0.41688 -7.87037
H: 1.27913 -1.29521 -7.84667
H: 0.02349 0.59525 -5.80571
H: 1.49762 -0.36690 -5.53874
H: -0.06696 -1.16102 -5.81525

Forces on atoms 1 to 3 (eV/Å):
-1.64 -0.12 0.83
-0.89 5.22 4.05
1.61 -6.29 -5.13

Let us look at the Löwdin charges, expressed in e, one per atom: 0.05 -0.29 -0.07 -0.11 -0.10 -0.24 -0.22 0.90 -0.33 -0.30 -0.22 -0.27 -0.07 -0.59 -0.11 0.72 0.06 0.10 0.14 0.14 0.14 0.13 0.16 0.12 0.16 0.15 -0.08 -0.30 -0.26 0.76 -0.26 -0.23 -0.31 -0.08 -0.21 -0.30 -0.09 0.07 0.08 0.07 0.10 0.12 0.10 0.11 0.07 0.08 0.08 0.10 0.13 0.05 0.08 0.08 -0.08 -0.30 -0.26 0.76 -0.26 -0.23 -0.31 -0.08 -0.21 -0.29 -0.09 0.07 0.08 0.08 0.10 0.12 0.10 0.11 0.07 0.08 0.08 0.10 0.13 0.06 0.05 0.08